Computed, not measured: one molecule with the formula C27H35N3O3, with ωB97M-V with the def2-TZVPD basis set.

Last column: natural (NBO) charge in e.
Element x y z (Å)
C  7.84  -1.50  5.24  -0.62
H  8.33  -2.04  4.44  0.20
H  8.51  -1.46  6.10  0.22
H  7.65  -0.48  4.91  0.22
C  6.53  -2.17  5.64  -0.21
N  5.59  -2.23  4.53  -0.44
C  4.66  -1.27  4.39  0.69
O  4.52  -0.35  5.17  -0.63
C  3.68  -1.46  3.23  -0.13
N  4.29  -1.99  2.03  -0.44
C  3.68  -2.04  0.81  0.68
O  4.20  -2.60  -0.14  -0.62
C  2.35  -1.36  0.70  -0.16
C  2.25  0.02  0.75  -0.18
C  1.03  0.65  0.57  -0.32
C  -0.12  -0.10  0.34  0.40
C  -0.01  -1.50  0.27  -0.28
C  1.21  -2.11  0.44  -0.16
H  1.29  -3.19  0.37  0.22
H  -0.90  -2.07  0.08  0.23
O  -1.37  0.38  0.18  -0.53
C  -1.60  1.78  0.13  0.10
C  -1.19  2.38  -1.22  -0.44
C  -2.06  1.81  -2.34  -0.22
N  -3.46  2.11  -2.09  -0.45
C  -4.31  1.78  -3.22  -0.20
H  -3.78  2.06  -4.13  0.20
C  -5.63  2.56  -3.18  -0.45
C  -6.39  2.35  -4.46  0.08
C  -6.17  3.18  -5.55  -0.25
C  -6.84  2.97  -6.74  -0.19
C  -7.73  1.91  -6.86  -0.23
C  -7.94  1.07  -5.78  -0.20
C  -7.27  1.29  -4.59  -0.25
H  -7.45  0.63  -3.75  0.21
H  -8.63  0.25  -5.87  0.21
H  -8.25  1.74  -7.79  0.21
H  -6.67  3.63  -7.58  0.21
H  -5.49  4.01  -5.46  0.21
H  -6.24  2.23  -2.33  0.20
H  -5.40  3.62  -3.04  0.22
H  -4.52  0.70  -3.27  0.17
C  -3.88  1.46  -0.86  -0.22
C  -3.10  2.00  0.33  -0.42
H  -3.29  3.07  0.43  0.21
H  -3.42  1.49  1.24  0.22
H  -4.95  1.65  -0.71  0.20
H  -3.74  0.36  -0.92  0.17
H  -1.77  2.26  -3.29  0.20
H  -1.89  0.72  -2.41  0.17
H  -1.32  3.46  -1.18  0.22
H  -0.14  2.15  -1.43  0.22
H  -1.05  2.28  0.95  0.18
H  0.99  1.73  0.61  0.22
H  3.13  0.62  0.91  0.22
C  5.62  -2.56  2.14  -0.23
C  5.78  -3.23  3.50  -0.22
H  5.05  -4.04  3.61  0.20
H  6.78  -3.65  3.60  0.22
H  6.37  -1.77  2.04  0.19
H  5.74  -3.27  1.33  0.25
C  2.54  -2.36  3.75  -0.61
H  1.75  -2.43  3.01  0.23
H  2.90  -3.36  3.97  0.20
H  2.13  -1.93  4.66  0.23
H  3.25  -0.47  3.02  0.24
H  6.04  -1.58  6.43  0.24
H  6.70  -3.18  6.00  0.19

## Properties
- frontier orbital gap (Eh) = 0.34333
- energy relative to the best compared isomer or geometry (same formula, charge and spin) (kcal per mole) = 39.0
- lowest unoccupied orbital energy (eV) = 0.8
- structure (SMILES) = CCN1CCN(C(=O)c2ccc(OC3CCN(CCc4ccccc4)CC3)cc2)[C@@H](C)C1=O

=====

Computed, not measured: C27H35N3O4S as an isolated structure, with ωB97M-V with the def2-TZVPD basis set.

Last column: natural (NBO) charge in e.
Element x y z (Å)
C  -0.22  -3.50  2.50  -0.69
C  0.55  -2.79  1.31  0.04
C  -0.06  -2.17  0.19  -0.24
C  0.67  -1.59  -0.67  0.03
C  2.12  -1.58  -0.56  0.10
C  2.74  -2.44  0.43  -0.21
C  1.92  -3.05  1.52  -0.37
S  3.10  -3.48  2.76  2.36
O  4.49  -3.36  2.47  -0.91
O  2.48  -4.79  3.18  -0.95
N  2.77  -2.64  3.91  -0.95
H  1.87  -2.60  4.32  0.43
C  3.15  -0.99  4.07  -0.25
C  2.43  -0.38  2.84  0.28
C  2.96  0.49  1.88  -0.28
C  1.66  0.78  1.27  -0.31
C  0.52  0.50  2.04  0.38
O  1.02  -0.35  3.04  -0.48
C  -0.79  0.64  1.58  -0.34
N  -1.40  1.73  2.18  -0.46
C  -0.94  3.02  1.40  -0.19
C  -1.83  2.92  0.06  -0.50
C  -3.23  3.57  0.23  -0.36
C  -4.34  2.39  0.65  -0.42
C  -3.50  1.50  1.36  -0.37
H  -4.63  0.94  1.87  0.16
C  -2.84  1.87  2.74  -0.15
H  -2.74  1.03  3.26  0.21
H  -3.07  2.65  3.09  0.17
H  -3.35  0.66  0.83  0.24
H  -5.03  3.04  1.10  0.19
H  -4.58  2.24  -0.23  0.20
H  -3.61  4.18  -0.61  0.20
H  -3.23  4.44  1.26  0.15
H  -1.32  3.86  -0.49  0.20
H  -1.83  2.11  -0.66  0.24
H  0.15  3.03  1.11  0.21
H  -1.33  3.68  1.95  0.18
H  -1.29  -0.25  2.28  0.21
H  -0.98  0.22  0.62  0.24
H  1.50  1.45  0.32  0.21
H  3.84  0.26  1.58  0.22
H  4.22  -1.30  3.72  0.25
H  3.05  -0.70  5.07  0.23
H  4.00  -2.53  0.38  0.25
N  2.46  -0.99  -1.85  -0.54
C  1.40  -0.50  -2.43  0.38
C  0.18  -0.74  -1.76  -0.28
C  -0.83  -0.22  -2.26  0.49
O  -1.89  -0.54  -1.52  -0.67
C  -0.81  0.65  -3.46  -0.53
H  -1.79  0.65  -3.94  0.26
H  -0.69  1.79  -3.20  0.24
C  0.10  0.25  -4.39  0.01
C  0.09  1.29  -5.56  -0.62
H  -0.81  1.12  -6.18  0.23
H  1.08  1.11  -6.20  0.20
H  0.45  2.19  -5.11  0.21
C  -0.02  -1.17  -5.10  -0.55
H  -1.29  -1.27  -5.59  0.18
H  -0.05  -1.77  -4.21  0.21
H  0.63  -1.43  -5.77  0.19
C  1.63  0.32  -3.73  -0.46
H  2.39  -0.29  -4.25  0.23
H  1.79  1.31  -3.37  0.23
H  3.46  -1.02  -2.05  0.43
H  -1.19  -2.18  0.43  0.27
H  -1.16  -3.94  2.04  0.23
H  -0.34  -2.80  3.43  0.22
H  0.13  -4.57  2.89  0.27

## Properties
- frontier orbital gap (Eh) = 0.27815
- energy relative to the best compared isomer or geometry (same formula, charge and spin) (kcal per mole) = 553.6
- lowest unoccupied orbital energy (eV) = 0.1

=====

Computed, not measured: C27H35N4O3RhSTe4 as an isolated structure, with ωB97M-V with the def2-TZVPD basis set.

Last column: Mulliken charge in e.
Element x y z (Å)
Rh  0.03  0.43  -0.17  0.48
C  7.00  0.60  -1.00  -1.61
C  6.39  -0.09  0.23  2.02
C  6.84  0.65  1.50  -1.59
C  6.91  -1.52  0.29  -2.22
C  4.86  -0.04  0.14  0.58
C  4.06  -1.20  0.18  -0.95
C  2.70  -1.07  0.09  -0.62
N  2.07  0.10  -0.05  0.01
C  2.81  1.26  -0.03  -0.46
C  4.22  1.17  0.04  -0.02
C  2.08  2.47  -0.05  -1.14
C  2.66  3.76  -0.05  0.36
C  1.90  4.89  -0.01  1.10
C  0.48  4.72  0.04  -1.01
C  -0.04  3.46  0.01  -1.08
N  0.71  2.35  -0.07  -0.15
C  2.47  6.30  -0.05  2.08
C  1.97  7.09  1.17  -1.68
C  4.00  6.30  -0.02  -2.17
C  2.00  6.99  -1.34  -1.58
H  8.09  0.57  -0.94  0.45
H  6.70  1.65  -1.06  0.30
H  6.69  0.10  -1.92  0.37
H  7.93  0.61  1.60  0.45
H  6.40  0.19  2.39  0.36
H  6.54  1.69  1.49  0.32
H  8.00  -1.51  0.33  0.45
H  6.62  -2.09  -0.59  0.42
H  6.55  -2.04  1.18  0.40
H  4.48  -2.18  0.29  0.45
H  2.06  -1.94  0.14  0.37
H  4.79  2.09  0.03  0.28
H  3.74  3.84  -0.08  0.39
H  -0.19  5.56  0.08  0.48
H  -1.11  3.30  0.03  0.46
H  2.26  6.60  2.10  0.37
H  0.89  7.19  1.16  0.32
H  2.40  8.10  1.16  0.46
H  4.39  5.81  0.87  0.42
H  4.36  7.33  -0.02  0.43
H  4.42  5.81  -0.90  0.39
H  0.91  7.04  -1.39  0.33
H  2.36  6.45  -2.21  0.36
H  2.39  8.01  -1.38  0.44
Te  -2.49  -2.59  1.26  0.09
Te  -3.42  -4.85  0.28  -0.22
Te  -1.55  -4.63  -2.18  -0.23
Te  -0.67  -2.05  -0.67  -0.02
S  0.56  -0.16  2.92  -0.35
C  -0.40  0.34  1.71  -0.09
C  -3.19  4.47  -1.65  -1.18
C  -4.11  3.34  -2.07  -1.48
C  -3.94  2.05  -1.25  2.66
C  -4.89  0.98  -1.84  -1.49
C  -4.85  -0.37  -1.13  -0.83
C  -4.36  2.33  0.19  -0.13
O  -5.35  2.99  0.47  -0.70
N  -3.58  1.79  1.17  0.14
C  -2.50  0.95  0.91  -0.34
O  -1.66  0.78  1.98  -0.42
N  -1.92  0.97  -0.31  1.24
C  -2.50  1.53  -1.39  -0.50
O  -1.91  1.58  -2.47  -0.74
H  -3.37  5.36  -2.26  0.52
H  -2.14  4.20  -1.77  0.21
H  -3.36  4.76  -0.61  0.25
H  -3.93  3.09  -3.12  0.46
H  -5.15  3.65  -1.97  0.47
H  -4.61  0.85  -2.89  0.42
H  -5.90  1.39  -1.82  0.43
H  -3.86  -0.83  -1.20  0.01
H  -5.55  -1.07  -1.59  0.53
H  -5.10  -0.29  -0.07  0.21
H  -3.88  1.92  2.12  0.29

## Properties
- multiplicity = 6
- charge = -1
- frontier orbital gap (spin up / spin down) (Eh) = 0.19060 / 0.19118
- energy relative to the best compared isomer or geometry (same formula, charge and spin) (kcal per mole) = 25.4
- lowest unoccupied orbital energy (spin up / spin down) (eV) = 2.1 / 0.5

=====

Computed, not measured: C27H35N5O2P2Sn as an isolated structure, with ωB97M-V with the def2-TZVPD basis set.

Last column: Mulliken charge in e.
Element x y z (Å)
Sn  -0.05  2.00  1.03  1.01
C  -1.72  1.85  -3.39  -0.80
C  -1.87  0.53  -3.25  -0.38
C  -0.94  -0.52  -3.65  -0.77
C  0.56  -0.18  -3.63  -1.42
C  1.04  0.58  -2.44  1.00
C  0.69  1.83  -2.03  0.42
C  0.47  2.92  -2.99  -1.26
C  -0.58  2.54  -4.02  -0.79
C  0.99  1.97  3.11  -1.41
H  -2.56  2.52  -3.20  0.30
H  -2.87  0.12  -3.05  1.20
H  -1.20  -0.88  -4.67  0.44
H  -1.08  -1.42  -3.03  0.23
H  1.08  -1.16  -3.64  0.47
H  0.89  0.28  -4.57  0.55
H  1.98  0.16  -2.04  -0.13
H  0.76  2.18  -0.99  -0.20
H  1.43  3.15  -3.50  0.29
H  0.15  3.83  -2.45  0.37
H  -0.96  3.47  -4.46  0.54
H  -0.12  1.96  -4.84  0.29
H  0.26  2.28  3.88  0.51
H  1.78  2.74  3.08  0.42
H  1.46  1.04  3.51  0.30
P  1.71  -0.29  0.97  0.11
P  -1.66  -1.16  1.41  -0.44
N  3.13  0.73  0.23  0.72
N  2.77  -1.49  1.60  0.75
N  -2.71  0.13  0.81  0.49
N  -3.01  -2.18  1.68  0.58
C  0.75  -1.28  -0.26  0.92
C  -0.62  -1.90  0.10  -1.17
C  3.35  2.04  0.68  -0.37
C  4.34  2.65  -0.08  -0.69
C  4.75  1.69  -1.07  -0.88
C  3.98  0.55  -0.86  -0.53
C  3.62  -1.23  2.70  -0.51
C  4.18  -2.43  3.09  -0.63
C  3.66  -3.47  2.23  -0.66
C  2.82  -2.86  1.32  -0.32
C  -2.71  1.41  1.46  -0.94
C  -3.27  2.35  0.57  -0.85
C  -3.47  1.70  -0.67  -0.46
C  -3.12  0.35  -0.50  -0.36
C  -4.16  -2.39  0.90  -0.17
C  -5.08  -3.10  1.66  -0.59
C  -4.49  -3.34  2.95  -0.72
C  -3.23  -2.77  2.94  -0.35
H  1.35  -2.06  -0.77  1.14
H  0.48  -0.52  -1.03  -2.45
H  -1.26  -1.94  -0.78  0.51
H  -0.51  -2.94  0.40  0.50
H  2.82  2.41  1.53  0.25
H  4.74  3.65  0.05  0.45
H  5.52  1.88  -1.80  0.47
H  4.01  -0.39  -1.41  0.60
H  3.73  -0.22  3.04  0.40
H  4.83  -2.58  3.94  0.43
H  3.88  -4.51  2.30  0.46
H  2.24  -3.28  0.51  0.38
H  -2.66  1.46  2.53  0.67
H  -3.47  3.41  0.80  0.40
H  -3.79  2.20  -1.61  0.59
H  -3.13  -0.46  -1.20  0.39
H  -4.19  -2.02  -0.12  0.23
H  -6.08  -3.41  1.34  0.41
H  -4.93  -3.87  3.78  0.42
H  -2.47  -2.67  3.69  0.42
O  -1.68  -0.70  4.58  -0.43
N  -0.52  -0.32  4.37  -0.09
O  -0.05  -0.62  3.21  -0.25

## Properties
- frontier orbital gap (spin up / spin down) (Eh) = 0.17998 / 0.18001
- energy relative to the best compared isomer or geometry (same formula, charge and spin) (kcal per mole) = 54.7
- lowest unoccupied orbital energy (spin up / spin down) (eV) = -1.5 / -1.5

=====

Computed, not measured: C27H35N5O7S2SbSe5Y as an isolated structure, with ωB97M-V with the def2-TZVPD basis set.

Last column: Mulliken charge in e.
Element x y z (Å)
Y  -3.14  1.74  -4.39  1.08
N  -1.80  5.33  -0.94  -0.65
C  -3.23  5.50  -0.74  -0.65
C  -4.19  4.96  -1.87  -0.61
C  -3.55  3.59  -2.29  -0.73
N  -2.41  3.79  -3.08  0.47
H  -1.44  5.96  -1.66  0.31
H  -1.47  4.39  -1.03  0.38
H  -3.49  6.48  -0.31  0.39
H  -3.43  4.85  0.06  0.24
H  -4.29  5.56  -2.81  0.22
H  -5.16  4.75  -1.44  0.44
H  -4.25  2.89  -2.75  0.37
H  -3.29  2.94  -1.47  0.74
H  -1.52  4.14  -2.70  -0.34
H  -2.52  4.59  -3.79  -0.34
C  1.71  -1.60  -3.06  -1.10
N  1.81  -0.14  -3.07  0.17
C  1.12  0.65  -3.98  -0.22
C  1.12  1.96  -3.96  -0.40
C  1.76  2.63  -2.90  0.51
N  2.48  1.91  -1.97  -0.73
C  2.66  0.54  -2.15  0.36
O  3.41  -0.14  -1.44  -0.72
N  1.61  3.93  -2.68  -0.23
H  1.45  -1.98  -4.02  0.38
H  1.04  -1.89  -2.26  0.26
H  2.64  -2.00  -2.84  0.44
H  0.61  0.12  -4.75  0.36
H  0.68  2.55  -4.78  0.50
H  0.97  4.53  -3.24  0.04
H  2.08  4.32  -1.86  0.22
O  -3.01  -1.67  5.44  -0.66
S  -2.48  -1.93  4.09  0.40
C  -0.65  -1.80  4.29  0.11
C  0.22  -1.80  3.20  -0.72
C  1.56  -1.58  3.39  -0.49
C  2.15  -1.32  4.63  -0.90
C  1.21  -1.35  5.71  -0.33
C  -0.11  -1.61  5.52  -0.21
C  -2.73  -0.44  3.16  -0.01
C  -2.28  0.75  3.73  -0.24
C  -2.42  1.93  2.95  -0.65
C  -2.78  1.83  1.65  0.21
C  -3.29  0.66  1.07  -0.65
C  -3.17  -0.46  1.85  0.01
H  -0.17  -1.80  2.22  0.56
H  2.16  -1.37  2.53  0.63
H  3.17  -1.05  4.70  0.57
H  1.58  -1.23  6.74  0.33
H  -0.83  -1.70  6.30  0.52
H  -1.85  0.70  4.76  0.31
H  -2.09  2.91  3.38  0.32
H  -2.79  2.77  1.06  0.04
H  -3.65  0.70  0.04  0.37
H  -3.48  -1.36  1.35  0.44
O  -1.92  0.34  -3.42  -0.45
Se  -3.03  -0.88  -2.99  1.15
O  -4.35  0.06  -3.56  -0.85
O  -3.06  -2.17  -3.87  -0.63
O  -2.95  -0.82  -1.38  -0.47
C  5.13  -3.46  3.59  -0.94
S  3.91  -4.63  4.40  0.65
O  4.66  -5.26  5.57  -0.70
C  3.94  -5.84  3.03  0.15
C  4.13  -7.19  3.29  -0.27
C  4.16  -8.10  2.24  -0.48
C  4.05  -7.67  0.94  -0.24
C  3.80  -6.36  0.65  -0.69
C  3.73  -5.43  1.70  -0.24
H  6.13  -3.94  3.64  0.37
H  5.16  -2.54  4.16  0.30
H  4.69  -3.14  2.66  0.32
H  4.23  -7.49  4.33  0.42
H  4.46  -9.13  2.49  0.30
H  4.14  -8.37  0.08  0.29
H  3.58  -5.93  -0.33  0.40
H  3.43  -4.42  1.53  0.35
Se  -0.65  6.21  -4.36  -0.72
Sb  -2.07  5.14  -6.46  0.75
Se  -1.94  2.59  -6.64  -0.54
Se  -1.20  5.68  -8.81  -0.69
Se  -4.41  6.08  -6.09  -0.68

## Properties
- charge = -2
- frontier orbital gap (Eh) = 0.19474
- energy relative to the best compared isomer or geometry (same formula, charge and spin) (kcal per mole) = 75.7
- lowest unoccupied orbital energy (eV) = 3.0

=====

Computed, not measured: C27H35N6PbTe4 as an isolated structure, with ωB97M-V with the def2-TZVPD basis set.

Last column: Mulliken charge in e.
Element x y z (Å)
Pb  -1.10  1.54  -0.70  0.44
C  -2.42  -0.74  -2.46  -1.47
N  -1.60  -1.19  -1.32  1.33
C  -0.62  -2.16  -1.80  -1.78
C  -2.41  -1.68  -0.23  0.17
C  -3.27  -2.75  -0.46  0.01
C  -4.17  -3.18  0.50  -1.14
C  -4.21  -2.49  1.70  -0.68
C  -3.34  -1.45  1.96  -0.99
C  -2.36  -1.05  1.03  0.27
N  -1.43  -0.05  1.24  0.24
C  -0.94  0.24  2.47  -0.37
C  -0.98  -0.61  3.61  0.35
C  -0.41  -0.27  4.82  -1.53
C  0.27  0.93  4.98  -0.82
C  0.35  1.78  3.88  -0.42
C  -0.22  1.46  2.66  0.14
N  -0.11  2.41  1.57  0.92
C  1.27  2.83  1.31  -0.94
C  -0.97  3.58  1.80  -1.24
H  -2.93  -1.57  -2.96  0.46
H  -3.18  -0.04  -2.11  0.44
H  -1.79  -0.23  -3.19  0.33
H  -1.13  -3.02  -2.26  0.29
H  -0.05  -1.66  -2.60  0.49
H  0.85  -1.88  -0.45  -0.49
H  -3.24  -3.24  -1.43  0.28
H  -4.83  -4.02  0.30  0.40
H  -4.94  -2.76  2.46  0.39
H  -3.42  -0.92  2.89  0.62
H  -1.46  -1.57  3.52  0.42
H  -0.49  -0.97  5.65  0.33
H  0.71  1.21  5.93  0.40
H  0.87  2.72  3.98  0.34
H  1.68  3.42  2.13  0.35
H  1.89  1.95  1.15  0.29
H  1.29  3.43  0.40  0.26
H  -0.61  4.17  2.66  0.39
H  -0.96  4.22  0.92  0.35
H  -1.99  3.25  2.00  0.31
Te  1.50  0.90  -1.91  -0.20
Te  2.20  3.18  -3.20  -0.20
Te  -0.03  3.83  -4.53  -0.19
Te  -1.55  4.30  -2.35  -0.43
N  2.01  -1.06  3.04  0.20
C  1.50  -1.28  1.79  -0.94
N  2.27  -0.86  0.83  0.25
C  3.37  -0.30  1.48  -0.57
C  4.48  0.34  0.94  -0.59
C  5.42  0.85  1.83  -0.64
C  5.25  0.74  3.22  -0.42
C  4.14  0.11  3.76  -1.10
C  3.21  -0.41  2.86  0.90
H  1.48  -1.14  3.89  0.39
H  0.53  -1.73  1.64  0.63
H  4.59  0.45  -0.13  0.50
H  6.29  1.36  1.44  0.39
H  6.00  1.16  3.88  0.38
H  4.01  0.03  4.83  0.43
C  -0.02  -5.05  -0.97  -1.80
C  0.95  -3.86  -0.94  1.60
C  1.90  -4.03  0.24  -1.64
C  1.77  -3.83  -2.24  -1.62
N  0.20  -2.62  -0.71  1.06
H  0.54  -5.99  -0.96  0.49
H  -0.65  -5.05  -1.85  0.35
H  -0.66  -5.02  -0.09  0.33
H  2.46  -4.96  0.15  0.53
H  1.33  -4.05  1.17  0.28
H  2.60  -3.20  0.29  0.37
H  2.37  -4.73  -2.34  0.47
H  2.43  -2.96  -2.25  0.32
H  1.12  -3.76  -3.12  0.32

## Properties
- charge = -1
- frontier orbital gap (Eh) = 0.21654
- lowest unoccupied orbital energy (eV) = 2.4

=====

Going through the records in order, we get strongest force on any atom values of 0.75; 17.59; 0.45; 3.18; 4.35; 0.51 eV/Å.